{
  "formula": "C5H12O3Ru",
  "method": "ωB97M-V with the def2-TZVPD basis set",
  "elements": ["H", "C", "O", "C", "O", "C", "C", "O", "C", "Ru", "H", "H", "H", "H", "H", "H", "H", "H", "H", "H", "H"],
  "positions_angstrom": [[-0.09522, -2.49531, -3.18408], [-2.90882, 1.31054, -1.06191], [-2.23957, 1.47577, -2.27254], [-1.94663, 1.35009, 0.12024], [-0.83768, 0.47723, -0.19349], [0.13002, 0.36561, 0.84607], [1.07914, -0.76236, 0.51353], [2.34457, -0.38271, 0.97517], [3.29901, -1.41791, 0.94926], [-0.53148, 0.68722, -2.14118], [-3.45572, 0.34730, -1.03219], [-3.65564, 2.10710, -0.89057], [-2.41617, 0.99071, 1.04648], [-1.54952, 2.36550, 0.27847], [-0.38600, 0.13486, 1.78859], [0.60921, 1.34081, 1.01927], [1.21960, -1.15262, -0.51045], [0.67394, -1.69047, 0.95030], [4.26345, -0.97271, 1.21858], [3.00401, -2.22570, 1.63947], [3.39952, -1.85295, -0.05903]],
  "mulliken_charge": [0.033, -0.226, -0.716, -0.494, -0.372, -0.488, -0.344, -0.004, -0.565, 1.245, 0.315, 0.351, 0.368, 0.337, 0.351, 0.406, 0.329, 0.433, 0.299, 0.366, 0.376],
  "total_energy_ev": -14075.6912,
  "spin_multiplicity": 7,
  "total_charge": 2,
  "orbital_gap_ev": [8.3, 3.9],
  "largest_force_ev_per_a": 3.7,
  "homo_ev": [-16.585, -17.211],
  "de_lowest_ev": 1.954,
  "s2": 12.0156
}